Record 1
Below is a structure of composition F2NO8S3Sn at a distorted geometry, with properties calculated with the ωB97M-V functional and the def2-TZVPD basis.

```
15
Properties=species:S:1:pos:R:3:forces:R:3
Sn 8.931338 13.464791 54.722979 0.76 2.55 -0.76
S 11.426611 16.010126 55.458445 -1.41 -5.19 -2.68
O 11.808798 14.592701 55.158676 -1.16 -0.04 -0.22
O 11.536554 16.250363 56.828879 1.15 1.59 4.63
O 12.179536 16.917939 54.678840 2.32 2.55 -1.26
O 10.025248 16.195091 55.096199 -2.93 -1.05 -0.85
N 6.774517 14.127130 52.812827 -2.62 -0.34 6.47
S 6.737707 14.173576 51.330530 3.54 1.03 -10.77
O 7.507789 15.311703 50.806223 -2.25 -1.64 1.07
O 5.623032 13.590779 50.574799 1.39 1.62 2.20
F 7.804570 13.040495 51.163728 1.39 -1.51 -0.28
S 5.153033 14.306636 53.085467 -6.30 0.16 2.68
O 4.216527 13.170726 53.202174 3.31 1.44 -0.71
O 4.582468 15.482378 52.461662 1.73 -1.21 0.34
F 5.242071 14.710504 54.621407 1.08 0.04 0.16
```
Positions in Å, forces in eV/Å.

## Properties
Highest occupied orbital energy (spin up / spin down), eV: -10.971 / -10.971
Strongest force on any atom, eV/A: 11.4
E_LUMO (spin up / spin down), eV: -5.31 / -5.35
Multiplicity: 2


Record 2
Below is a cluster of 3 separate species, C27H54F4N2O7PS2 in total at a distorted geometry, with properties calculated with the ωB97M-V functional and the def2-TZVPD basis.

```
97
Properties=species:S:1:pos:R:3:forces:R:3
C 4.434144 -4.312138 3.360858 0.79 -0.50 0.48
C 3.787750 -3.320697 3.207389 -0.23 0.48 -0.33
C 2.950394 -2.187703 2.889460 -0.11 -0.14 0.18
P 3.817264 -0.447090 2.794918 -0.40 -2.24 -0.18
C 5.112422 -0.971856 4.118990 -0.30 0.36 -0.59
C 5.888432 -1.174675 5.015369 -0.25 -0.08 0.56
C 2.539470 0.190718 1.564188 -0.38 -0.76 -0.17
C 2.289882 -0.513067 0.225857 -1.03 0.89 -0.53
C 1.469780 0.453468 -0.668189 1.22 -1.14 -0.44
C 1.255188 -0.187027 -2.047011 -0.63 0.94 0.16
C 4.988227 -1.157935 1.425337 0.50 0.23 -0.08
S 5.550624 -0.041235 0.115138 -0.27 -0.11 -0.20
C 7.332012 -0.353876 -0.043496 0.01 0.40 -0.02
C 8.099990 0.975215 -0.099506 -0.41 0.03 0.04
C 2.822950 0.303319 4.264848 0.05 0.28 -0.01
C 2.197741 1.685737 4.144619 -0.02 0.67 1.08
O 2.461411 2.384807 5.370433 -0.44 -0.25 -0.03
C 0.661633 1.704191 3.936023 -0.34 0.32 -0.39
F 0.363175 1.998986 2.625188 -0.09 -0.16 0.85
F 0.047424 0.524324 4.210088 0.07 0.56 -0.09
F 0.040012 2.657401 4.684664 0.28 -0.72 -0.59
S 5.041746 1.592356 2.782253 -0.31 0.94 0.67
O 4.629853 2.534610 1.765533 0.50 0.04 -0.37
O 5.015975 2.161803 4.110676 0.18 0.06 0.30
F 6.627271 1.258374 2.628802 0.08 0.16 -0.42
H 5.169386 -5.004183 3.680290 -0.03 -0.31 -0.11
H 2.513090 -2.462166 1.931344 -0.17 0.42 -0.21
H 2.143008 -2.216626 3.620173 -0.17 0.38 0.02
H 6.324589 -1.304445 5.973454 0.42 -0.08 -0.04
H 2.526149 1.261781 1.401555 0.49 0.18 0.02
H 1.606159 -0.006581 2.093070 -0.08 0.06 0.31
H 3.124730 -0.814292 -0.400817 0.45 0.03 0.34
H 1.653465 -1.385997 0.346227 0.08 -0.36 0.21
H 0.545053 0.762024 -0.196930 -0.17 0.10 0.17
H 2.140452 1.292686 -0.819528 -0.29 0.61 0.13
H 0.358580 0.241814 -2.491499 -0.20 -0.12 -0.24
H 1.141712 -1.263382 -2.008388 0.03 -0.24 0.04
H 2.071566 0.103475 -2.697188 0.30 -0.32 -0.19
H 5.867136 -1.538822 1.931780 0.20 0.05 0.14
H 4.538727 -2.012721 0.937122 -0.40 -0.15 0.07
H 7.662336 -0.971060 0.782307 -0.02 -0.11 0.18
H 7.499889 -0.895559 -0.965590 0.00 -0.30 -0.13
H 7.395643 1.797847 -0.045091 -0.12 0.20 0.05
H 8.760593 1.092747 0.749698 0.28 -0.02 0.05
H 8.631038 1.089422 -1.037407 0.35 -0.07 -0.08
H 2.063812 -0.392423 4.605975 -0.06 -0.30 -0.31
H 3.506088 0.381162 5.095774 0.25 0.18 0.08
H 2.603337 2.300174 3.349654 0.01 -0.16 -0.40
H 2.845544 3.233655 5.147340 0.22 0.04 -0.04
C -1.350958 2.533062 -4.773498 0.04 -0.12 0.04
O -1.844997 1.854682 -3.637531 -0.06 0.09 -0.14
C -2.614885 2.661176 -2.755722 0.05 -0.11 0.28
C -4.071783 2.253463 -2.764286 0.01 -0.11 -0.17
N -4.721335 2.571888 -4.029144 -0.01 -0.09 0.08
C -6.046901 1.980771 -4.185147 0.09 0.12 -0.17
C -6.175227 0.459973 -4.154139 -0.21 -0.06 0.14
O -5.598885 -0.204919 -5.261507 0.08 0.04 -0.01
C -4.207476 -0.452320 -5.161687 -0.04 -0.07 -0.12
H -0.622611 1.879099 -5.250368 0.00 -0.03 0.02
H -2.142775 2.755752 -5.498541 0.01 0.09 0.01
H -0.849606 3.463672 -4.492915 -0.01 0.03 -0.03
H -2.489874 3.722367 -2.988146 -0.07 0.01 -0.09
H -2.227415 2.493090 -1.746632 0.06 0.04 0.00
H -4.589708 2.778279 -1.955316 -0.03 0.01 0.01
H -4.106243 1.178181 -2.542282 0.02 0.00 0.15
H -4.133239 2.252787 -4.786765 0.04 -0.01 -0.04
H -6.439929 2.325632 -5.145131 -0.05 -0.01 0.01
H -6.700433 2.394121 -3.409693 0.00 -0.02 0.05
H -7.243295 0.229267 -4.197330 -0.01 -0.01 -0.02
H -5.802569 0.027742 -3.217240 0.13 0.04 -0.01
H -3.900523 -0.638235 -4.129383 0.00 0.05 0.04
H -3.619661 0.372621 -5.574030 0.06 0.02 0.10
H -3.987839 -1.340231 -5.755023 -0.04 -0.02 0.00
C -4.622715 0.895988 1.287636 0.01 -0.08 0.09
O -4.944073 -0.451098 1.575648 0.01 0.15 -0.08
C -5.738330 -1.100407 0.594609 -0.12 -0.19 0.13
C -4.941676 -2.145018 -0.157295 0.17 0.08 -0.03
N -3.944839 -1.526684 -1.019050 0.04 -0.04 0.04
C -2.967937 -2.445308 -1.600087 -0.02 0.13 -0.12
C -2.039362 -3.231400 -0.674306 0.08 -0.06 -0.16
O -1.095160 -2.434325 0.007168 -0.11 -0.11 0.14
C -1.566122 -1.830333 1.199318 0.29 0.26 -0.07
H -4.184814 1.325459 2.186498 0.02 -0.04 0.01
H -3.892163 0.981354 0.475616 -0.05 0.06 -0.06
H -5.518022 1.468938 1.026412 0.00 0.02 -0.05
H -6.182907 -0.376237 -0.095036 0.07 0.05 -0.05
H -6.553616 -1.602226 1.124534 -0.01 0.02 -0.01
H -5.624687 -2.737998 -0.774004 0.01 -0.02 -0.01
H -4.493887 -2.815076 0.588698 -0.08 -0.06 0.02
H -3.445390 -0.824006 -0.491003 0.02 0.03 0.03
H -2.331187 -1.848107 -2.258206 0.03 -0.04 -0.03
H -3.503424 -3.157026 -2.238192 -0.02 -0.04 0.03
H -1.456032 -3.899277 -1.314117 0.02 0.00 0.01
H -2.578575 -3.876171 0.031468 -0.10 0.12 0.04
H -2.303679 -2.447603 1.718279 -0.06 -0.02 -0.06
H -1.987601 -0.842767 0.990017 -0.14 -0.02 0.13
H -0.712477 -1.679150 1.861073 0.04 -0.05 -0.04
```
Positions in Å, forces in eV/Å.

## Properties
Highest occupied orbital energy, eV: -5.006
ΔE to the lowest compared entry with this formula, charge and spin, kcal per mole: 0.0
Strongest force on any atom, eV/A: 2.3
E_LUMO, eV: 2.18
Total charge: -1


Record 3
Below is a cluster of 2 separate species, C3H3F3O in total at a distorted geometry, with properties calculated with the ωB97M-V functional and the def2-TZVPD basis.

```
10
Properties=species:S:1:pos:R:3:forces:R:3
C -3.444816 0.136837 0.382215 1.78 0.16 0.95
C 0.300994 -0.215005 -0.332466 2.63 1.87 -0.40
C -0.627530 -1.283216 -0.056717 -3.03 0.10 -0.41
O -2.207362 -0.153247 0.428430 0.54 -0.20 0.61
F -3.941648 -0.155140 -0.793134 -0.94 -0.60 -1.76
F -0.955002 -2.066358 -1.021656 -0.04 -0.11 -0.92
F -0.796818 -1.908495 1.036308 1.13 -0.08 1.09
H 0.922441 0.096031 0.553104 -1.07 -0.30 -0.70
H -0.288318 0.625348 -0.720196 0.12 -0.09 0.52
H 1.054263 -0.361388 -1.175697 -1.11 -0.74 1.03
```
Positions in Å, forces in eV/Å.

## Properties
Highest occupied orbital energy, eV: -8.160
ΔE to the lowest compared entry with this formula, charge and spin, kcal per mole: 89.0
Strongest force on any atom, eV/A: 3.3
E_LUMO, eV: -0.54


Record 4
Below is a cluster of 2 separate species, C4H3NO in total at a distorted geometry, with properties calculated with the ωB97M-V functional and the def2-TZVPD basis.

```
9
Properties=species:S:1:pos:R:3:forces:R:3
O 0.911937 -1.227072 -1.358951 -0.05 0.11 -0.01
C 0.570309 -0.373377 -0.429261 -0.02 0.09 -0.27
C 0.089081 0.868767 -0.947436 -0.20 0.47 -0.07
C -0.357928 1.953883 -1.248091 0.19 -0.45 0.10
C -0.391068 -1.076729 2.579386 -0.57 -0.21 0.89
N -0.996150 -1.294915 3.538678 0.62 0.22 -0.92
H 0.782798 -0.890955 -2.269172 0.04 -0.04 0.11
H 0.143434 -0.869354 1.655100 -0.08 -0.03 0.13
H -0.752412 2.909752 -1.520253 0.07 -0.16 0.06
```
Positions in Å, forces in eV/Å.

## Properties
Highest occupied orbital energy, eV: -9.797
ΔE to the lowest compared entry with this formula, charge and spin, kcal per mole: 90.9
Strongest force on any atom, eV/A: 1.1
E_LUMO, eV: -0.98